Entry from OMol25: the ion C4H7N6O with charge +1 (wB97M-V/def2-TZVPD).

Computed properties:
* gap between HOMO and LUMO: 8.6 eV
* ΔE to the lowest compared entry with this formula, charge and spin: 0.000 eV
* molecular weight: 155.1 g/mol
* structure (SMILES): Nc1c[nH]c2nc(=[NH2+])n(O)n12

```
! wB97M-V def2-TZVPD RIJCOSX def2/J DEFGRID3
* xyz 1 1
N -1.18 -1.95 0.11
C 1.84 -0.32 0.05
N -0.33 0.04 -0.02
N 3.10 -0.21 -0.23
H 3.62 0.57 -0.08
N 0.90 0.68 0.20
H 1.12 2.47 0.92
H -1.36 2.10 -0.35
C -2.20 -0.98 0.07
H -3.24 -1.30 -0.10
N -2.14 1.51 -0.08
H -3.06 1.92 -0.15
N 1.31 -1.55 -0.03
C 0.00 -1.32 -0.06
C -1.71 0.26 -0.02
H -1.31 -2.90 -0.02
H 3.72 -1.04 -0.18
O 0.92 2.00 -0.03
*
```

Partial charges, Mulliken, in e:
1. N -0.03
2. C 0.34
3. N 0.01
4. N -0.34
5. H 0.23
6. N 0.26
7. H 0.45
8. H 0.20
9. C -0.68
10. H 0.39
11. N -0.34
12. H 0.21
13. N -0.62
14. C 0.21
15. C 0.71
16. H 0.23
17. H 0.29
18. O -0.51

=====

Entry from OMol25: the ion C4H7N6O5 with charge +1 (wB97M-V/def2-TZVPD).

Computed properties:
* gap between HOMO and LUMO (spin up / spin down): 6.5 / 6.4 eV
* ΔE to the lowest compared entry with this formula, charge and spin: 6.486 eV
* molecular weight: 219.1 g/mol
* structure (SMILES): N[C@@H](/C(N=C=[N+]([O-])[O-])=[N+](\[O-])O)[N+](O)=C=[NH2+]

```
! wB97M-V def2-TZVPD RIJCOSX def2/J DEFGRID3
* xyz 1 1
N 0.69 0.08 -0.34
H 0.83 -1.75 0.48
H -3.25 -2.49 -0.68
H 0.12 3.15 -0.90
H -0.47 0.26 1.74
N 0.56 2.22 -1.06
O -2.68 -3.20 -0.37
H 1.40 1.95 -1.70
H 1.93 -0.20 -1.80
C 0.12 1.28 -0.35
H 0.84 -0.39 2.43
C -1.27 -1.43 -0.01
C 0.18 -0.98 0.45
O -4.67 0.90 -0.70
N -3.77 1.36 -0.02
O -3.76 2.33 0.66
N -0.06 -0.58 1.82
N -2.28 -0.59 -0.09
O 2.05 0.00 -0.87
C -2.58 0.57 -0.24
N -1.41 -2.73 -0.24
O -0.56 -3.62 -0.28
*
```

Partial charges, Mulliken, in e:
1. N 0.33
2. H 0.83
3. H 0.42
4. H 0.32
5. H 0.28
6. N -0.21
7. O -0.38
8. H 0.26
9. H 0.36
10. C -0.24
11. H 0.33
12. C 0.37
13. C -0.51
14. O -0.43
15. N 0.97
16. O -0.44
17. N -0.69
18. N -0.29
19. O -0.49
20. C 0.07
21. N 0.67
22. O -0.54